Entry from the OMol25 dataset: a cluster of 14 separate species, C62H166N14O17 in total (ωB97M-V/def2-TZVPD).

- Strongest force on any atom: 3.10 eV/A
- Kohn-Sham gap: 9.033 eV
- Relative energy (zero: lowest compared OMol25 entry of this formula, charge and spin): 7.372 eV
- Energy: -122637.3349 eV

```
! wB97M-V def2-TZVPD RIJCOSX def2/J DEFGRID3
* xyz 0 1
C 22.49 -21.35 -5.64
C 23.41 -20.19 -5.38
C 23.06 -19.20 -4.21
O 21.92 -18.37 -4.49
C 21.34 -17.70 -3.40
N 24.77 -20.69 -5.17
H 21.50 -21.01 -5.95
H 22.35 -22.02 -4.79
H 22.83 -21.94 -6.49
H 23.38 -19.71 -6.36
H 23.86 -18.52 -3.95
H 22.89 -19.75 -3.28
H 20.94 -18.43 -2.69
H 20.52 -17.13 -3.84
H 22.04 -17.00 -2.95
H 25.21 -19.92 -4.68
H 25.14 -20.69 -6.11
C 5.59 -19.77 -1.34
C 6.97 -19.47 -1.82
C 7.12 -17.96 -2.35
O 6.10 -17.61 -3.38
C 5.94 -18.46 -4.47
N 7.84 -19.67 -0.63
H 5.58 -20.83 -1.08
H 4.86 -19.65 -2.13
H 5.19 -19.27 -0.45
H 7.30 -20.19 -2.56
H 8.14 -17.93 -2.75
H 7.06 -17.20 -1.57
H 5.41 -19.36 -4.16
H 6.87 -18.82 -4.91
H 5.30 -17.96 -5.20
H 7.50 -20.37 0.01
H 8.81 -19.90 -0.81
C 6.64 -18.23 9.22
C 7.90 -18.16 8.37
C 8.62 -16.84 8.61
O 7.77 -15.73 8.18
C 7.56 -14.76 9.20
N 8.77 -19.35 8.50
H 5.91 -17.56 8.77
H 6.81 -17.88 10.24
H 6.17 -19.21 9.24
H 7.66 -18.29 7.32
H 9.57 -16.81 8.08
H 8.93 -16.81 9.66
H 8.50 -14.26 9.43
H 7.16 -15.27 10.08
H 6.83 -14.04 8.82
H 9.17 -19.52 9.41
H 9.63 -19.30 7.97
C 12.88 -20.02 14.59
C 12.62 -21.55 14.78
C 11.36 -21.87 15.68
O 11.51 -21.34 17.00
C 10.81 -22.01 18.04
N 12.55 -22.16 13.44
H 13.73 -19.83 13.93
H 13.15 -19.66 15.58
H 11.98 -19.50 14.23
H 13.49 -21.88 15.35
H 11.00 -22.90 15.73
H 10.50 -21.32 15.30
H 11.35 -22.87 18.44
H 9.80 -22.27 17.72
H 10.66 -21.31 18.87
H 12.25 -23.12 13.51
H 13.53 -22.19 13.22
C 14.83 -27.20 2.77
C 15.38 -25.85 3.09
C 16.82 -25.65 2.50
O 17.25 -24.29 2.69
C 18.36 -23.78 2.02
N 14.46 -24.86 2.58
H 13.84 -27.34 3.19
H 15.49 -27.92 3.25
H 14.83 -27.31 1.69
H 15.40 -25.66 4.16
H 16.79 -25.81 1.42
H 17.62 -26.24 2.94
H 18.23 -23.84 0.94
H 19.29 -24.32 2.23
H 18.68 -22.75 2.11
H 13.83 -25.13 1.84
H 14.95 -24.02 2.29
C 27.14 -21.39 10.86
C 26.97 -21.43 12.38
C 26.85 -22.88 13.07
O 25.68 -23.59 12.52
C 25.32 -24.68 13.40
N 28.11 -20.74 12.94
H 27.97 -22.00 10.51
H 27.31 -20.38 10.49
H 26.20 -21.67 10.38
H 26.11 -20.85 12.71
H 26.80 -22.69 14.14
H 27.75 -23.48 12.94
H 24.80 -24.42 14.33
H 26.20 -25.27 13.62
H 24.62 -25.27 12.81
H 28.01 -20.83 13.94
H 27.93 -19.75 12.79
C 24.62 -17.33 18.32
C 24.98 -18.66 18.85
C 23.89 -19.79 18.53
O 22.61 -19.61 19.12
C 21.66 -20.67 18.73
N 26.36 -18.96 18.50
H 23.66 -16.99 18.72
H 24.57 -17.22 17.24
H 25.29 -16.56 18.71
H 25.02 -18.58 19.94
H 24.27 -20.74 18.90
H 23.68 -20.03 17.49
H 20.85 -20.71 19.46
H 22.07 -21.68 18.67
H 21.17 -20.46 17.79
H 27.01 -18.21 18.71
H 26.66 -19.68 19.14
C 17.31 -28.38 16.58
C 18.20 -29.64 16.93
C 18.60 -30.41 15.60
O 19.55 -31.54 15.83
C 20.15 -32.05 14.61
N 19.41 -29.07 17.61
H 17.92 -27.68 16.01
H 17.08 -27.83 17.49
H 16.42 -28.65 16.03
H 17.66 -30.27 17.63
H 19.08 -29.77 14.86
H 17.77 -30.86 15.05
H 19.42 -32.61 14.03
H 21.01 -32.65 14.92
H 20.55 -31.31 13.91
H 19.15 -28.88 18.57
H 19.90 -29.94 17.80
C 20.48 -30.30 7.29
C 21.17 -30.77 5.95
C 22.41 -29.88 5.57
O 22.11 -28.45 5.76
C 23.08 -27.76 6.45
N 21.58 -32.13 6.23
H 21.22 -30.01 8.03
H 19.76 -31.01 7.69
H 19.93 -29.38 7.07
H 20.33 -30.59 5.28
H 22.70 -30.02 4.53
H 23.28 -30.22 6.13
H 22.77 -26.72 6.55
H 24.04 -27.59 5.96
H 23.29 -28.22 7.42
H 22.17 -32.39 5.46
H 20.78 -32.73 6.09
C 9.98 -11.49 2.46
C 9.48 -10.33 3.30
C 7.90 -10.19 3.25
O 7.49 -8.86 3.63
C 6.12 -8.67 3.52
N 9.86 -10.56 4.69
H 10.06 -11.20 1.41
H 9.29 -12.34 2.52
H 10.95 -11.76 2.88
H 9.95 -9.37 3.11
H 7.34 -10.93 3.83
H 7.58 -10.48 2.24
H 5.84 -7.62 3.67
H 5.70 -9.16 4.40
H 5.70 -9.03 2.59
H 9.32 -9.86 5.17
H 9.51 -11.47 4.94
C 18.12 -13.39 7.66
C 19.34 -14.12 8.24
C 19.12 -14.54 9.70
O 20.15 -15.32 10.33
C 19.87 -15.66 11.66
N 19.60 -15.31 7.46
H 17.88 -12.42 8.10
H 17.24 -14.03 7.69
H 18.31 -13.22 6.60
H 20.26 -13.55 8.18
H 18.19 -15.10 9.79
H 19.00 -13.59 10.22
H 18.84 -15.97 11.86
H 20.04 -14.75 12.25
H 20.49 -16.48 12.01
H 20.07 -15.96 8.07
H 18.82 -15.88 7.16
C 19.85 -17.76 -12.39
O 18.93 -18.43 -11.52
C 18.07 -17.66 -10.76
C 17.14 -18.46 -9.86
N 16.19 -19.27 -10.63
C 15.53 -20.24 -9.71
C 14.35 -20.97 -10.43
O 14.73 -22.02 -11.38
C 13.63 -22.86 -11.78
H 20.81 -17.65 -11.89
H 19.51 -16.75 -12.62
H 19.91 -18.29 -13.35
H 17.46 -17.03 -11.40
H 18.62 -16.99 -10.10
H 16.59 -17.73 -9.26
H 17.78 -18.98 -9.15
H 16.70 -19.65 -11.41
H 15.07 -19.81 -8.82
H 16.33 -20.86 -9.31
H 13.73 -20.28 -11.01
H 13.78 -21.34 -9.57
H 13.16 -23.28 -10.89
H 14.08 -23.72 -12.29
H 12.98 -22.25 -12.40
C 10.69 -26.64 -5.55
O 12.10 -26.51 -5.61
C 12.91 -27.41 -4.81
C 14.39 -27.19 -5.10
N 14.68 -27.58 -6.49
C 16.08 -27.23 -6.81
C 17.10 -27.95 -5.92
O 17.40 -27.16 -4.76
C 18.23 -27.92 -3.85
H 10.35 -26.29 -6.52
H 10.25 -26.10 -4.71
H 10.30 -27.66 -5.52
H 12.58 -28.43 -5.00
H 12.74 -27.07 -3.79
H 15.05 -27.63 -4.35
H 14.62 -26.14 -4.96
H 14.09 -26.95 -7.02
H 16.35 -26.18 -6.91
H 16.06 -27.55 -7.85
H 17.99 -28.20 -6.50
H 16.80 -28.98 -5.72
H 18.42 -27.29 -2.98
H 19.22 -28.06 -4.29
H 17.78 -28.89 -3.65
C 15.32 -20.02 0.91
O 14.95 -20.01 2.26
C 15.44 -18.83 2.93
C 15.19 -18.93 4.45
N 16.39 -19.63 5.01
C 16.36 -19.95 6.43
C 17.61 -20.65 6.88
O 17.31 -21.09 8.19
C 18.43 -21.72 8.79
H 15.09 -19.13 0.32
H 14.77 -20.80 0.38
H 16.41 -20.09 0.90
H 14.84 -18.00 2.56
H 16.44 -18.51 2.66
H 14.23 -19.43 4.61
H 15.12 -17.94 4.91
H 16.53 -20.47 4.48
H 15.45 -20.53 6.59
H 16.29 -19.00 6.96
H 18.35 -19.86 7.06
H 17.98 -21.46 6.24
H 19.25 -21.00 8.83
H 18.80 -22.57 8.22
H 18.15 -22.02 9.79
*
```